(1)
Entry from the OMol25 dataset: C23H23BCl2F3N6O3Ti as an isolated structure in a non-equilibrium geometry (ωB97M-V with the def2-TZVPD basis set).

Structure (XYZ):
```
62
Properties=species:S:1:pos:R:3:nbo_charge:R:1
Ti 0.328 0.501 0.246 1.72
C 0.036 3.529 3.304 -0.33
C -0.465 2.370 2.731 0.01
N 0.429 1.849 1.885 -0.41
N 1.510 2.671 1.894 -0.30
C 1.292 3.679 2.742 0.05
B 2.772 2.327 1.068 0.52
N 2.416 2.441 -0.447 -0.28
C 2.927 3.212 -1.405 0.05
C 2.276 2.944 -2.603 -0.33
C 1.345 1.971 -2.286 0.05
N 1.439 1.666 -0.985 -0.39
N 3.122 0.865 1.361 -0.31
C 4.224 0.308 1.874 0.04
C 4.055 -1.064 1.905 -0.33
C 2.789 -1.271 1.370 0.02
N 2.229 -0.104 1.050 -0.39
H -0.435 4.164 4.032 0.25
H -1.415 1.881 2.875 0.24
H 2.050 4.430 2.894 0.24
H 3.669 3.063 1.335 -0.01
H 3.724 3.900 -1.174 0.24
H 2.462 3.391 -3.563 0.26
H 0.621 1.463 -2.902 0.24
H 5.057 0.924 2.168 0.24
H 4.755 -1.803 2.250 0.25
H 2.253 -2.187 1.179 0.24
C -2.868 3.046 -1.958 -0.62
C -2.372 3.157 -0.517 0.14
C -3.245 4.090 0.309 -0.63
O -1.006 3.574 -0.487 -0.72
C -2.391 1.760 0.096 0.80
O -3.229 1.310 0.816 -0.52
O -1.329 0.992 -0.295 -0.74
H -2.848 4.038 -2.415 0.22
H -3.894 2.682 -1.997 0.23
H -2.229 2.380 -2.536 0.22
H -3.322 5.055 -0.196 0.22
H -2.805 4.244 1.293 0.22
H -4.247 3.685 0.432 0.24
H -0.970 4.486 -0.797 0.48
F -0.838 -8.402 -2.921 -0.32
C -1.832 -7.517 -2.775 0.97
F -2.694 -8.026 -1.876 -0.32
F -2.484 -7.438 -3.945 -0.32
C -1.329 -6.167 -2.336 -0.11
C -2.192 -5.080 -2.411 -0.19
C -1.766 -3.837 -1.987 -0.11
C -0.470 -3.677 -1.486 -0.21
C 0.388 -4.774 -1.419 -0.16
C -0.042 -6.019 -1.843 -0.18
C -0.033 -2.388 -1.055 0.21
C 0.350 -1.279 -0.721 -0.54
H -3.191 -5.208 -2.804 0.24
H -2.427 -2.984 -2.042 0.22
H 1.394 -4.646 -1.043 0.22
H 0.623 -6.870 -1.797 0.24
Cl 0.769 -0.536 4.335 0.02
C -0.453 -1.592 3.657 -0.38
Cl -1.202 -0.922 2.173 0.07
H -1.268 -1.712 4.362 0.25
H -0.011 -2.543 3.386 0.23
```

Output
- Net charge: +1
- LUMO energy: -4.51 eV
- Kohn-Sham gap: 7.1 eV
- Relative energy (zero: lowest compared OMol25 entry of this formula, charge and spin): 61.1 kJ/mol
- Multiplicity: 1

(2)
Entry from the OMol25 dataset: C23H23BrN4O3TcTe4 as an isolated structure in a non-equilibrium geometry (ωB97M-V with the def2-TZVPD basis set).

Structure (XYZ):
```
59
Properties=species:S:1:pos:R:3:nbo_charge:R:1
Tc 0.076 -0.306 0.234 0.67
O -2.580 -0.975 3.243 -0.69
C -1.792 -1.099 2.290 0.60
N -0.786 -0.243 2.000 -0.55
C -0.958 1.106 2.465 -0.27
C -0.103 2.057 1.682 0.22
C 0.045 3.365 2.078 -0.25
C 0.819 4.247 1.319 -0.21
C 1.388 3.748 0.144 -0.26
C 1.223 2.425 -0.173 0.02
N 0.532 1.554 0.590 -0.38
C -1.933 -2.162 1.284 0.11
C -2.854 -3.191 1.424 -0.22
C -3.071 -4.077 0.389 -0.18
C -2.412 -3.836 -0.831 -0.24
C -1.542 -2.785 -0.922 0.05
N -1.219 -1.982 0.114 -0.42
H -0.743 1.194 3.544 0.21
H -2.017 1.391 2.336 0.22
H -0.450 3.694 2.983 0.21
H 0.955 5.275 1.621 0.20
H 1.977 4.380 -0.509 0.21
H 1.679 2.000 -1.060 0.22
H -3.365 -3.263 2.374 0.23
H -3.733 -4.923 0.498 0.20
H -2.568 -4.461 -1.696 0.23
H -1.039 -2.578 -1.863 0.24
Te 1.914 -2.580 -1.486 -0.06
Te 1.613 -4.983 -2.650 -0.75
Te 2.968 -4.743 1.490 -0.77
Te 1.272 -2.692 1.044 0.93
Br -5.338 1.885 -4.555 0.00
C -3.451 1.553 -4.427 -0.07
C -2.679 1.695 -5.577 -0.25
C -1.309 1.440 -5.480 -0.21
C -0.747 1.052 -4.289 -0.18
C -1.547 0.920 -3.138 -0.04
C -2.926 1.183 -3.222 -0.22
C -0.989 0.513 -1.866 0.68
O 0.206 0.047 -1.808 -0.64
O -1.665 0.535 -0.802 -0.65
H -3.132 1.984 -6.513 0.22
H -0.696 1.546 -6.364 0.21
H 0.310 0.839 -4.212 0.24
H -3.531 1.069 -2.334 0.25
C 3.634 0.890 1.277 -0.61
C 2.843 -0.287 1.887 0.09
C 3.883 -1.333 2.310 -0.63
C 2.126 0.172 3.162 -0.62
N 1.945 -0.830 0.910 -0.93
H 4.516 1.090 1.889 0.19
H 3.036 1.796 1.221 0.19
H 3.959 0.632 0.269 0.22
H 4.625 -0.886 2.970 0.18
H 4.391 -1.755 1.443 0.23
H 3.399 -2.145 2.854 0.23
H 2.842 0.372 3.961 0.19
H 1.442 -0.607 3.504 0.22
H 1.554 1.075 2.975 0.19
```

Output
- Net charge: -2
- LUMO energy (alpha / beta): 3.52 / 3.52 eV
- ⟨S²⟩: 0.78
- Kohn-Sham gap (alpha / beta): 3.8 / 3.8 eV
- Relative energy (zero: lowest compared OMol25 entry of this formula, charge and spin): 204.9 kJ/mol
- Multiplicity: 2

(3)
Entry from the OMol25 dataset: one molecule with the formula C23H23ClN2S in a non-equilibrium geometry (ωB97M-V with the def2-TZVPD basis set).

Structure (XYZ):
```
50
Properties=species:S:1:pos:R:3:nbo_charge:R:1
C 5.718 3.847 2.540 -0.40
N 4.487 3.697 1.737 -0.46
C 4.420 4.491 0.486 -0.42
C 3.825 2.362 1.689 -0.06
C 4.600 1.351 0.835 -0.41
C 3.753 0.110 0.572 -0.39
C 2.444 0.407 -0.181 -0.45
C 1.670 1.457 0.575 0.12
C 0.252 1.494 0.479 -0.16
C -0.541 0.532 -0.187 -0.02
C -1.267 -0.326 -0.607 0.06
C -2.046 -1.453 -1.035 -0.14
C -1.479 -2.716 -1.175 -0.18
C -2.247 -3.832 -1.480 -0.20
C -3.625 -3.719 -1.682 -0.02
C -4.633 -4.763 -1.961 -0.11
Cl -4.300 -6.433 -2.112 0.02
C -5.912 -4.271 -2.178 -0.20
C -7.103 -5.159 -2.419 -0.25
N -8.353 -4.401 -2.206 -0.84
S -5.935 -2.557 -2.078 0.42
C -4.207 -2.466 -1.645 -0.19
C -3.438 -1.337 -1.282 -0.18
C -0.478 2.453 1.150 -0.17
C 0.158 3.398 1.976 -0.21
C 1.543 3.348 2.120 -0.19
C 2.312 2.404 1.429 -0.06
H 5.526 3.553 3.591 0.20
H 6.499 3.182 2.182 0.16
H 6.104 4.873 2.495 0.21
H 4.744 5.508 0.586 0.20
H 3.383 4.534 0.137 0.21
H 5.075 4.067 -0.276 0.16
H 3.916 1.982 2.727 0.20
H 5.534 1.044 1.347 0.21
H 4.920 1.781 -0.123 0.20
H 4.306 -0.636 0.068 0.21
H 3.510 -0.291 1.552 0.19
H 1.865 -0.502 -0.267 0.23
H 2.661 0.805 -1.189 0.22
H -0.414 -2.828 -1.096 0.22
H -1.745 -4.797 -1.534 0.22
H -7.063 -5.644 -3.409 0.22
H -7.059 -5.976 -1.684 0.20
H -9.168 -4.956 -2.339 0.37
H -8.368 -3.941 -1.313 0.36
H -3.921 -0.363 -1.168 0.23
H -1.559 2.479 1.134 0.22
H -0.452 4.172 2.436 0.22
H 2.092 4.037 2.782 0.23
```

Output
- LUMO energy: 0.23 eV
- SMILES: CN(C)[C@@H]1CCCc2c(C#Cc3ccc4c(Cl)c(CN)sc4c3)cccc21
- Kohn-Sham gap: 8.0 eV
- Relative energy (zero: lowest compared OMol25 entry of this formula, charge and spin): 278.1 kJ/mol
- Multiplicity: 1

(4)
Entry from the OMol25 dataset: one molecule with the formula C23H23ClN4O4S (ωB97M-V with the def2-TZVPD basis set).

Structure (XYZ):
```
56
Properties=species:S:1:pos:R:3:nbo_charge:R:1
C -0.662 3.911 2.137 -0.64
C 0.611 4.740 2.224 -0.07
O 1.545 4.395 1.200 -0.53
C 1.327 4.957 -0.010 0.89
O 0.394 5.676 -0.268 -0.65
N 2.322 4.659 -0.890 -0.45
C 3.290 3.621 -0.634 -0.23
C 2.721 2.272 -1.119 -0.23
N 1.870 2.505 -2.267 -0.43
C 0.640 1.964 -2.437 0.66
O -0.090 2.262 -3.359 -0.60
C 0.224 0.939 -1.421 -0.05
C -0.789 1.270 -0.520 -0.23
C -1.236 0.336 0.389 -0.11
C -0.693 -0.948 0.398 -0.23
C -1.173 -1.944 1.360 0.68
O -2.020 -1.718 2.197 -0.59
N -0.583 -3.204 1.262 -0.44
C -1.057 -4.245 2.170 -0.25
C -1.988 -5.198 1.466 -0.05
C -3.149 -4.715 0.872 -0.20
C -4.007 -5.569 0.205 -0.22
C -3.700 -6.918 0.133 -0.04
Cl -4.768 -7.992 -0.700 0.00
C -2.551 -7.417 0.723 -0.25
C -1.698 -6.552 1.385 -0.12
C 0.389 -3.533 0.360 0.28
S 1.096 -5.016 0.277 -0.19
N 0.804 -2.562 -0.500 -0.58
C 0.303 -1.287 -0.526 0.28
C 0.767 -0.335 -1.432 -0.27
C 2.267 3.621 -3.099 -0.25
C 2.112 4.929 -2.301 -0.23
H -1.304 4.145 2.981 0.22
H -1.192 4.149 1.218 0.22
H -0.426 2.850 2.152 0.21
H 0.372 5.805 2.142 0.20
H 1.143 4.549 3.159 0.19
H 3.513 3.580 0.430 0.25
H 4.204 3.876 -1.178 0.20
H 3.540 1.592 -1.386 0.19
H 2.132 1.812 -0.323 0.22
H -1.216 2.260 -0.549 0.24
H -2.011 0.568 1.102 0.24
H -0.191 -4.779 2.566 0.24
H -1.582 -3.729 2.978 0.26
H -3.389 -3.664 0.940 0.22
H -4.907 -5.193 -0.255 0.23
H -2.323 -8.469 0.660 0.23
H -0.795 -6.936 1.834 0.22
H 1.518 -2.838 -1.162 0.43
H 1.535 -0.599 -2.143 0.22
H 3.304 3.471 -3.414 0.19
H 1.622 3.629 -3.978 0.26
H 1.104 5.337 -2.405 0.25
H 2.833 5.676 -2.647 0.20
```

Output
- LUMO energy: -0.20 eV
- SMILES: CCOC(=O)N1CCN(C(=O)c2ccc3c(=O)n(Cc4ccc(Cl)cc4)c(=S)[nH]c3c2)CC1
- Kohn-Sham gap: 8.4 eV
- Multiplicity: 1

(5)
Entry from the OMol25 dataset: C23H23CoNO4PS2Se2 as an isolated structure (ωB97M-V with the def2-TZVPD basis set).

Structure (XYZ):
```
57
Properties=species:S:1:pos:R:3:nbo_charge:R:1
Co 2.066 -0.420 0.404 1.32
O 3.042 2.606 3.003 -0.67
C 2.653 1.633 2.368 0.75
O 3.103 1.179 1.258 -0.82
C 1.515 0.777 2.943 0.12
C 0.622 1.146 3.932 -0.23
C -0.398 0.259 4.256 -0.18
C -0.487 -0.972 3.614 -0.22
C 0.451 -1.266 2.642 0.12
N 1.407 -0.398 2.339 -0.53
C 0.543 -2.527 1.779 0.76
O 0.051 -3.574 2.179 -0.67
O 1.231 -2.344 0.710 -0.86
H 0.728 2.113 4.404 0.24
H -1.141 0.531 4.997 0.21
H -1.270 -1.685 3.833 0.24
C 1.000 -1.599 -2.688 -0.78
Se 2.721 -1.021 -2.003 0.29
C 3.371 -2.795 -1.453 -0.58
C 4.654 -2.650 -0.664 -0.58
Se 4.474 -1.621 1.006 0.34
C 3.980 -3.072 2.211 -0.79
H 0.423 -2.025 -1.868 0.27
H 1.154 -2.316 -3.490 0.21
H 0.503 -0.712 -3.070 0.24
H 3.549 -3.382 -2.356 0.21
H 2.571 -3.246 -0.867 0.27
H 5.403 -2.109 -1.244 0.22
H 5.054 -3.629 -0.400 0.22
H 4.728 -3.859 2.158 0.21
H 2.992 -3.447 1.959 0.25
H 3.970 -2.636 3.208 0.23
S -2.071 -1.236 -0.047 -0.63
P -1.518 0.557 -0.617 1.13
S 0.352 1.224 -0.222 -0.72
C -2.605 1.820 0.146 -0.27
C -3.457 2.637 -0.586 -0.23
C -4.254 3.572 0.062 -0.22
C -4.200 3.693 1.441 -0.22
C -3.352 2.874 2.178 -0.21
C -2.559 1.941 1.533 -0.20
C -1.817 0.798 -2.420 -0.41
C -2.720 -0.029 -3.080 -0.13
C -2.922 0.109 -4.446 -0.24
C -2.225 1.075 -5.158 -0.22
C -1.330 1.909 -4.501 -0.22
C -1.124 1.771 -3.136 -0.20
H -3.496 2.543 -1.664 0.22
H -4.914 4.209 -0.515 0.20
H -4.814 4.430 1.945 0.20
H -3.310 2.970 3.256 0.20
H -1.890 1.298 2.094 0.23
H -3.243 -0.789 -2.512 0.24
H -3.616 -0.549 -4.956 0.21
H -2.379 1.175 -6.226 0.20
H -0.783 2.660 -5.058 0.21
H -0.414 2.400 -2.615 0.24
```

Output
- Net charge: -1
- LUMO energy (alpha / beta): 2.27 / 2.26 eV
- ⟨S²⟩: 3.76
- Kohn-Sham gap (alpha / beta): 7.3 / 7.5 eV
- Relative energy (zero: lowest compared OMol25 entry of this formula, charge and spin): 6.6 kJ/mol
- Multiplicity: 4

(6)
Entry from the OMol25 dataset: C23H23F5IrN6O3S2 as an isolated structure (ωB97M-V with the def2-TZVPD basis set).

Structure (XYZ):
```
63
Properties=species:S:1:pos:R:3:nbo_charge:R:1
Ir 0.512 0.543 0.525 1.03
F -5.294 -2.813 -1.556 -0.31
C -4.008 -2.495 -1.324 0.22
C -3.478 -1.312 -1.793 0.28
F -4.243 -0.487 -2.520 -0.30
C -2.162 -0.984 -1.538 0.24
F -1.704 0.173 -2.059 -0.32
C -1.291 -1.795 -0.778 0.23
O -0.058 -1.500 -0.480 -0.80
C -1.868 -3.016 -0.376 0.30
F -1.107 -3.903 0.281 -0.31
C -3.184 -3.349 -0.620 0.26
F -3.668 -4.522 -0.187 -0.30
N 0.810 -0.381 5.014 -0.86
C -0.632 -0.264 4.881 -0.35
C -1.135 -0.967 3.619 0.78
O -2.280 -1.306 3.479 -0.60
O -0.205 -1.142 2.675 -0.70
H 1.313 0.492 5.041 0.39
H 0.651 -0.892 3.088 0.53
H 1.103 -0.978 5.769 0.37
H -0.933 0.779 4.770 0.23
H -1.179 -0.680 5.723 0.21
C 7.066 -0.490 3.162 -0.64
C 6.053 -0.182 2.093 0.26
C 6.375 -0.272 0.745 -0.37
C 5.340 -0.038 -0.144 0.09
N 4.116 0.291 0.239 -0.48
C 3.903 0.420 1.557 0.27
S 2.356 0.974 2.146 -0.36
N 4.835 0.161 2.500 -0.50
H 8.078 -0.271 2.819 0.21
H 7.015 -1.549 3.425 0.22
H 6.846 0.089 4.057 0.23
H 7.375 -0.518 0.411 0.21
H 5.496 -0.118 -1.217 0.18
C 0.451 2.523 -4.434 -0.41
N 0.548 1.135 -4.060 -0.43
C -0.222 0.120 -4.766 -0.22
C 0.079 -1.152 -3.963 -0.23
N 0.801 -0.648 -2.796 -0.61
C 0.939 0.686 -2.840 0.34
S 1.530 1.638 -1.584 -0.19
H -0.578 2.886 -4.342 0.19
H 0.783 2.652 -5.467 0.19
H 1.088 3.106 -3.775 0.24
H 0.086 0.048 -5.811 0.19
H -1.287 0.373 -4.737 0.20
H 0.701 -1.854 -4.519 0.19
H -0.833 -1.669 -3.663 0.21
H 0.624 -1.067 -1.877 0.46
N -1.084 1.536 0.593 -0.60
C -2.415 1.737 0.516 0.09
C -2.936 2.955 0.019 -0.24
C -4.298 3.167 -0.060 -0.22
C -5.201 2.193 0.359 -0.28
C -4.708 0.985 0.847 -0.15
C -3.347 0.749 0.919 -0.27
H -2.231 3.710 -0.311 0.21
H -4.674 4.108 -0.446 0.20
H -6.268 2.372 0.298 0.20
H -5.390 0.209 1.177 0.20
H -2.969 -0.194 1.294 0.23
```

Output
- Net charge: -1
- LUMO energy (alpha / beta): 2.67 / 2.66 eV
- ⟨S²⟩: 6.04
- Kohn-Sham gap (alpha / beta): 6.3 / 7.0 eV
- Relative energy (zero: lowest compared OMol25 entry of this formula, charge and spin): 50.2 kJ/mol
- Multiplicity: 5

no.,calculated total energy (a.u.)
1,-3538.75111
2,-5061.95370
3,-1858.06671
4,-2268.72430
5,-8569.57108
6,-2844.54084